Below is a molecular structure, C26H16BaBrCl5N3O3 at a distorted geometry, with properties calculated with ωB97M-V/def2-TZVPD.

The net charge is -1. As for the orbital gap: 3.53 eV. Its multiplicity is 1. The calculation puts the energy above the lowest of the compared OMol25 structures with the same formula, charge and spin at 101.0 kJ/mol.

Cartesian coordinates (Å):
1 Ba -1.75 1.47 -0.59
2 C -2.23 0.66 3.10
3 O -1.11 0.65 2.22
4 C 0.12 0.56 2.77
5 C 0.41 0.49 4.11
6 C 1.74 0.38 4.53
7 Br 2.11 0.29 6.38
8 C 2.77 0.33 3.62
9 C 2.49 0.40 2.25
10 C 1.17 0.53 1.82
11 O 0.80 0.63 0.54
12 C 3.54 0.32 1.23
13 N 3.30 0.34 -0.06
14 C 4.54 0.20 -0.68
15 C 4.85 0.13 -2.03
16 C 6.18 -0.02 -2.36
17 C 7.18 -0.11 -1.38
18 C 6.88 -0.05 -0.03
19 C 5.53 0.10 0.30
20 N 4.88 0.18 1.51
21 H -2.18 1.51 3.78
22 H -2.28 -0.28 3.66
23 H -3.10 0.75 2.45
24 H -0.38 0.50 4.85
25 H 3.79 0.23 3.99
26 H 1.59 0.53 -0.06
27 H 4.08 0.18 -2.78
28 H 6.47 -0.08 -3.40
29 H 8.21 -0.23 -1.68
30 H 7.65 -0.13 0.73
31 H 5.29 0.13 2.42
32 Cl -9.32 -0.60 0.68
33 C -7.71 0.03 0.55
34 C -6.62 -0.84 0.48
35 Cl -6.88 -2.55 0.52
36 C -5.34 -0.34 0.38
37 Cl -3.97 -1.38 0.27
38 C -5.09 1.05 0.35
39 O -3.89 1.49 0.27
40 C -6.21 1.91 0.42
41 Cl -5.92 3.61 0.39
42 C -7.49 1.40 0.52
43 Cl -8.84 2.48 0.60
44 N -1.72 0.81 -2.78
45 C -1.15 -0.21 -3.36
46 C -1.06 -0.54 -4.76
47 C -0.39 -1.63 -5.25
48 C 0.27 -2.56 -4.43
49 C 0.20 -2.31 -3.06
50 C -0.47 -1.23 -2.55
51 H -1.55 0.15 -5.45
52 H -0.38 -1.78 -6.33
53 H 0.79 -3.41 -4.84
54 H 0.67 -3.00 -2.36
55 H -0.49 -1.13 -1.46

These are the Löwdin partial charges, in e, on atoms 1 to 5: number 1, Ba, carries 1.756; number 2, C, carries -0.044; number 3, O, carries -0.168; number 4, C, carries -0.207; number 5, C, carries -0.052